Here is C37H43O3SiY as an isolated structure in a non-equilibrium geometry from OMol25. Energies are from the ωB97M-V functional and the def2-TZVPD basis.

Geometry as XYZ:
```
85
Properties=species:S:1:pos:R:3:forces:R:3
O -2.99338 -1.11830 -1.41879 1.2 0.2 1.7
C -3.38335 -2.03983 -0.33929 0.2 0.0 -1.0
C -4.05739 -2.88896 -1.42415 0.1 -0.4 0.1
H -4.00256 -1.52297 0.38651 -0.2 0.0 0.0
H -2.55907 -2.55977 0.19264 -0.4 0.6 -0.5
C -3.14719 -2.11905 -2.44698 -0.7 0.2 0.8
H -5.08597 -2.53888 -1.49353 0.1 -0.4 -0.2
H -4.02901 -3.97868 -1.34638 0.1 0.1 -0.1
C -3.85828 -1.45229 -3.61175 0.1 0.1 -0.4
H -4.47791 -0.61759 -3.26387 0.3 -0.4 0.0
H -4.49915 -2.15495 -4.16285 0.3 0.1 0.0
H -3.13097 -1.00041 -4.28801 0.0 -0.2 -0.2
C -1.76892 -2.70347 -2.76389 -0.2 -0.4 0.1
H -1.49832 -3.50600 -2.06804 0.0 0.2 -0.1
H -1.00765 -1.91985 -2.69594 -0.3 -0.1 0.1
H -1.70352 -3.11790 -3.76071 -0.2 -0.2 -0.3
Y -0.01435 0.46944 0.48830 0.8 -2.0 0.1
C 1.94853 -1.27004 0.43421 -0.6 -0.4 0.2
C 1.39882 -1.44480 1.73549 0.3 -0.3 -0.1
C 0.12545 -2.04738 1.62160 0.1 0.1 -0.2
H 1.93933 -1.27054 2.65956 -0.3 0.3 -0.2
C -0.09680 -2.31580 0.23770 0.8 0.3 -0.2
C 1.02053 -1.82561 -0.49576 -0.2 -0.4 0.8
H 1.17175 -1.94092 -1.56224 -0.1 0.1 0.2
H 2.91124 -0.82830 0.19662 -0.2 -0.1 0.1
H -0.55085 -2.29571 2.44417 0.4 0.0 -0.3
H -0.85076 -2.96735 -0.17157 0.0 0.4 0.0
C 1.26671 2.03628 -1.04646 -0.6 0.4 -0.7
C 1.04928 0.88881 -1.85344 -0.1 0.7 0.0
C -0.34297 0.76414 -2.07511 0.0 0.5 -0.4
H 1.84044 0.26417 -2.26441 -0.3 0.1 0.2
C -1.00348 1.83133 -1.39826 0.5 0.4 -0.4
C -0.00047 2.64072 -0.77667 0.2 -0.2 -0.8
H -0.13580 3.58906 -0.26898 -0.1 -0.3 0.1
H 2.23245 2.45736 -0.80121 -0.2 -0.2 0.2
H -0.80150 0.10516 -2.80784 0.0 0.0 0.6
H -2.07249 2.02943 -1.41774 0.2 -0.1 0.0
O -5.45297 0.08375 -0.76660 -3.0 -0.7 -0.2
C -6.40659 -0.40763 -1.79206 0.5 0.5 -0.4
C -7.76418 -0.74659 -1.16869 0.2 -0.4 0.2
H -6.04172 -1.32940 -2.27305 0.2 0.9 0.2
H -6.48914 0.37809 -2.56244 0.0 -0.2 0.2
C -7.69438 -0.16296 0.25176 0.2 -0.4 0.2
H -7.85672 -1.83950 -1.15956 -0.1 0.2 0.2
H -8.62497 -0.38383 -1.74971 0.4 0.1 0.2
C -6.30934 0.51158 0.34571 0.5 0.4 -0.4
H -7.78108 -0.92921 1.03312 0.0 0.0 -0.3
H -8.52788 0.52346 0.39688 0.3 0.2 0.2
H -5.73240 0.22846 1.23602 -0.4 0.3 0.0
H -6.46486 1.60907 0.30656 0.4 -0.4 0.0
O 1.12190 1.49378 1.85681 0.1 0.5 0.7
Si 2.34644 2.09989 2.72231 -0.1 -0.2 -0.2
C 3.50464 0.78324 3.38920 0.0 0.2 -0.3
C 3.07503 0.03580 4.49106 0.5 -0.4 0.1
C 3.86559 -1.00400 4.99168 0.0 0.1 -0.3
C 5.08926 -1.31358 4.37817 -0.3 0.3 -0.1
C 5.52702 -0.54816 3.28915 -0.1 -0.1 0.2
C 4.74425 0.50583 2.80458 0.1 -0.6 0.4
C 3.33537 3.35245 1.74049 -0.2 -0.1 -0.1
C 3.21001 4.70825 2.06688 0.4 0.1 -0.3
C 3.97053 5.67086 1.39504 0.1 -0.2 -0.2
C 4.84583 5.28652 0.36862 -0.3 -0.4 0.3
C 4.93654 3.93305 0.00348 -0.3 0.2 0.3
C 4.16956 2.97434 0.67805 0.4 0.6 -0.1
C 1.66436 2.93634 4.23332 -0.4 0.0 -0.2
C 2.48058 3.20611 5.33304 -0.3 0.4 0.4
C 1.95816 3.85967 6.45424 -0.4 -0.1 -0.4
C 0.60477 4.23499 6.47444 0.4 -0.3 -0.4
C -0.21121 3.94495 5.37638 -0.1 0.1 0.0
C 0.30934 3.29937 4.25641 0.3 0.1 0.4
H 2.11795 0.26886 4.96294 0.2 -0.1 -0.1
H 3.51152 -1.57708 5.84432 0.1 0.0 -0.1
H 5.69366 -2.14144 4.75662 -0.2 0.3 -0.1
H 6.48301 -0.77130 2.81272 -0.2 0.0 0.2
H 5.11121 1.10077 1.97013 -0.1 -0.2 0.3
H 2.51915 5.00683 2.85902 0.3 0.0 -0.2
H 3.87787 6.71956 1.67615 0.1 -0.2 -0.1
H 5.45256 6.03176 -0.14097 -0.1 -0.1 0.1
H 5.59657 3.62544 -0.80537 -0.1 0.1 0.1
H 4.23270 1.92884 0.36167 0.0 0.4 0.1
H 3.53722 2.91903 5.31805 -0.4 0.1 0.0
H 2.60447 4.06535 7.29767 -0.1 0.1 0.1
H 0.19154 4.75378 7.33137 0.0 -0.1 0.0
H -1.26550 4.23041 5.38137 0.3 0.0 0.1
H -0.33183 3.07602 3.39594 0.3 0.1 0.3
```
Forces are in eV/Å.

The total energy is -54131.3359 eV. Its net charge is 0. The calculation puts the molar mass at 652.7 g/mol. For the HOMO-LUMO gap, the calculation gives 7.6 eV. Its HOMO energy is -0.285 Eh. As for the strongest force on any atom: 3.058 eV Å⁻¹. As for the LUMO energy: -0.006 Eh. As for the relative energy (zero: lowest compared OMol25 entry of this formula, charge and spin): 2.92 kcal per mole.